{"formula": "C30H31LuN6O4P2", "method": "wB97M-V/def2-TZVPD", "e_above_lowest_kcal_mol": 22.43, "charge": 2, "symbols": ["Lu", "O", "C", "O", "C", "C", "C", "C", "C", "N", "C", "O", "O", "H", "H", "H", "H", "N", "P", "C", "C", "C", "C", "C", "C", "C", "C", "C", "C", "C", "C", "C", "C", "C", "C", "C", "N", "H", "H", "H", "H", "H", "H", "H", "H", "H", "H", "H", "H", "H", "H", "H", "C", "N", "C", "N", "C", "N", "C", "P", "C", "C", "H", "H", "H", "H", "H", "H", "H", "H", "H", "H", "H", "H"], "xyz": [[0.1231, 0.4749, -0.0154], [-3.3608, -2.4376, -0.8978], [-2.3505, -1.7218, -0.4655], [-1.7599, -0.8784, -1.1253], [-1.9379, -2.0094, 0.9391], [-2.4920, -2.8942, 1.8336], [-1.9105, -2.9631, 3.1043], [-0.8217, -2.1678, 3.4356], [-0.3214, -1.3327, 2.4505], [-0.8853, -1.2699, 1.2524], [0.7598, -0.2706, 2.4775], [0.7222, 0.6123, 3.2926], [1.4742, -0.2859, 1.3501], [-3.5612, -2.1882, -1.8144], [-3.3372, -3.5113, 1.5631], [-2.3203, -3.6449, 3.8378], [-0.3744, -2.1993, 4.4194], [-2.1635, 3.0419, 0.5590], [-1.0446, 2.3440, 1.6443], [0.2735, 3.5618, 1.7832], [0.1014, 4.7859, 2.4277], [1.1213, 5.7241, 2.4237], [2.3204, 5.4517, 1.7754], [2.5042, 4.2396, 1.1242], [1.4816, 3.3044, 1.1402], [-1.9982, 2.3340, 3.1711], [-1.3709, 2.5325, 4.4008], [-2.1209, 2.5026, 5.5661], [-3.4886, 2.2638, 5.5136], [-4.1134, 2.0470, 4.2938], [-3.3701, 2.0768, 3.1221], [-2.0534, 2.8997, -0.8015], [-2.9850, 3.5187, -1.6498], [-2.8575, 3.3710, -3.0026], [-1.7990, 2.6130, -3.5212], [-0.9380, 2.0437, -2.6330], [-1.0383, 2.1622, -1.2813], [-2.8507, 3.7012, 0.8935], [-0.8272, 5.0093, 2.9411], [0.9840, 6.6700, 2.9303], [3.1159, 6.1854, 1.7816], [3.4382, 4.0233, 0.6235], [1.6899, 2.3579, 0.6343], [-0.3054, 2.7138, 4.4533], [-1.6348, 2.6704, 6.5181], [-4.0687, 2.2484, 6.4271], [-5.1782, 1.8602, 4.2505], [-3.8680, 1.8966, 2.1768], [-3.7882, 4.1030, -1.2202], [-3.5690, 3.8444, -3.6672], [-1.6481, 2.4911, -4.5835], [-0.0864, 1.4784, -2.9916], [3.1290, -1.4764, -4.6025], [1.9784, -2.2115, -4.0655], [2.4666, -3.2749, -3.1824], [3.3335, -2.7885, -2.1078], [4.4476, -2.0402, -2.6985], [4.0105, -0.9397, -3.5629], [3.3956, 0.1439, -2.8153], [1.8721, -0.4743, -1.9496], [1.0470, -1.3232, -3.3864], [2.6067, -1.9851, -1.1379], [2.7762, -0.6626, -5.2373], [3.7118, -2.1630, -5.2156], [3.0375, -3.9787, -3.7868], [1.6165, -3.8049, -2.7501], [5.0347, -2.7293, -3.3043], [5.0840, -1.6485, -1.9048], [3.1207, 0.9637, -3.4801], [4.0860, 0.5379, -2.0690], [0.6821, -0.5679, -4.0859], [0.1791, -1.8798, -3.0292], [1.8158, -2.5744, -0.6697], [3.2695, -1.6515, -0.3388]], "mulliken_charge": [1.373, -0.432, 0.095, -0.517, 0.262, -0.611, -0.476, -0.717, 0.867, 0.235, -0.279, -0.442, -0.582, 0.410, 0.609, 0.491, 0.587, 0.190, 0.709, 0.409, -0.419, -0.870, -0.507, -0.995, 0.050, 0.468, -0.551, -0.790, -0.480, -0.778, -0.577, 0.521, -1.088, -0.390, -0.979, -0.071, 0.011, 0.351, 0.500, 0.442, 0.426, 0.477, 0.457, 0.517, 0.440, 0.426, 0.456, 0.400, 0.482, 0.448, 0.505, 0.252, -0.943, 0.104, -0.893, 0.163, -0.914, 0.158, -1.202, 1.538, -0.992, -1.008, 0.397, 0.315, 0.300, 0.380, 0.316, 0.388, 0.388, 0.446, 0.469, 0.380, 0.445, 0.451]}